Entry 1:
{"formula": "C17H21N4O2PS3W", "method": "the ωB97M-V functional and the def2-TZVPD basis", "e_tot_ha": -2632.79066, "multiplicity": 2, "s2": 0.7909, "gap_ev": [5.78, 5.81], "molar_mass_g_mol": 624.4, "relative_energy_ev": 1.135, "total_charge": 1, "symbols": ["W", "N", "C", "S", "N", "N", "C", "C", "C", "C", "C", "C", "C", "C", "C", "C", "C", "C", "N", "H", "H", "H", "H", "H", "H", "H", "H", "H", "H", "H", "C", "C", "O", "P", "S", "S", "O", "C", "C", "H", "H", "H", "H", "H", "H", "H", "H", "H", "H"], "coordinates": [[-0.43, -0.59, 0.92], [2.21, 0.12, 4.39], [1.61, -0.02, 3.22], [-0.15, 0.19, 3.18], [2.28, -0.26, 2.14], [1.59, -0.42, 1.00], [2.30, -0.39, -0.16], [3.72, -0.10, -0.24], [4.67, -0.75, 0.56], [6.02, -0.46, 0.43], [6.44, 0.51, -0.48], [5.51, 1.17, -1.26], [4.17, 0.86, -1.15], [1.49, -0.55, -1.32], [1.99, -0.74, -2.62], [1.12, -0.96, -3.66], [-0.26, -0.99, -3.40], [-0.70, -0.81, -2.10], [0.14, -0.61, -1.07], [1.67, 0.34, 5.21], [3.22, 0.06, 4.45], [4.35, -1.51, 1.26], [6.74, -0.99, 1.02], [7.49, 0.75, -0.56], [5.82, 1.93, -1.95], [3.44, 1.40, -1.74], [3.05, -0.73, -2.78], [1.48, -1.12, -4.66], [-0.97, -1.17, -4.19], [-1.76, -0.84, -1.87], [-4.84, 3.40, 0.56], [-4.74, 1.93, 0.19], [-4.28, 1.16, 1.32], [-2.88, 0.43, 1.48], [-0.65, -2.79, 1.31], [-1.50, 1.64, 0.47], [-2.84, -0.73, 0.23], [-3.68, -1.90, 0.24], [-5.14, -1.57, 0.01], [-5.28, 3.94, -0.28], [-3.84, 3.80, 0.76], [-5.45, 3.53, 1.44], [-4.06, 1.79, -0.66], [-5.72, 1.52, -0.06], [-3.53, -2.45, 1.17], [-3.29, -2.51, -0.59], [-5.57, -1.05, 0.87], [-5.70, -2.49, -0.14], [-5.26, -0.95, -0.88]]}


Entry 2:
{"formula": "C2H5N4O", "method": "the ωB97M-V functional and the def2-TZVPD basis", "e_tot_ha": -372.91676, "multiplicity": 3, "s2": 2.0192, "gap_ev": [7.66, 6.79], "molar_mass_g_mol": 101.1, "relative_energy_ev": 2.517, "total_charge": 1, "symbols": ["C", "C", "N", "N", "N", "N", "O", "H", "H", "H", "H", "H"], "coordinates": [[0.55, 0.04, -0.28], [-0.58, -0.83, -0.62], [-1.67, -0.37, -0.08], [-0.01, 0.82, 0.59], [-0.54, -1.95, -1.34], [0.80, 2.13, 1.26], [-1.29, 0.70, 0.64], [1.60, 0.02, -0.48], [0.30, -2.26, -1.68], [-1.29, -2.56, -1.30], [0.37, 2.45, 2.14], [1.78, 1.79, 1.14]]}


Entry 3:
{"formula": "C5H8O", "method": "the ωB97M-V functional and the def2-TZVPD basis", "e_tot_ha": -270.36046, "multiplicity": 1, "gap_ev": 8.28, "molar_mass_g_mol": 84.1, "relative_energy_ev": 5.372, "total_charge": 0, "symbols": ["C", "C", "C", "C", "O", "C", "H", "H", "H", "H", "H", "H", "H", "H"], "coordinates": [[1.58, -0.34, -0.57], [0.66, -0.11, 0.57], [-1.33, -1.23, 0.42], [-1.53, -0.03, -0.15], [-1.37, 1.13, 0.57], [0.05, 1.30, 0.53], [1.83, -1.39, -0.74], [2.51, 0.14, -0.21], [1.35, 0.16, -1.53], [-1.37, -2.13, -0.20], [-1.29, -1.35, 1.49], [-1.74, 0.10, -1.22], [0.36, 1.87, 1.42], [0.30, 1.89, -0.37]]}


Entry 4:
{"formula": "C3H8O2", "method": "the ωB97M-V functional and the def2-TZVPD basis", "e_tot_ha": -269.56894, "multiplicity": 1, "gap_ev": 10.90, "molar_mass_g_mol": 76.1, "relative_energy_ev": 0.706, "total_charge": 0, "symbols": ["C", "C", "O", "C", "O", "H", "H", "H", "H", "H", "H", "H", "H"], "coordinates": [[-1.61, 0.22, 0.28], [-0.29, -0.44, -0.10], [-0.21, -0.55, -1.51], [0.92, 0.32, 0.41], [2.07, -0.36, -0.08], [-1.50, 1.30, 0.47], [-2.02, -0.25, 1.17], [-2.33, 0.10, -0.54], [-0.26, -1.45, 0.35], [0.69, -0.88, -1.67], [0.89, 1.35, 0.03], [0.92, 0.35, 1.51], [2.73, 0.28, -0.33]]}


Entry 5:
{"formula": "C26H34CaCl4N2O6S", "method": "the ωB97M-V functional and the def2-TZVPD basis", "e_tot_ha": -4488.84448, "multiplicity": 1, "gap_ev": 7.67, "molar_mass_g_mol": 684.5, "relative_energy_ev": 0.173, "total_charge": 0, "symbols": ["Ca", "C", "O", "C", "C", "O", "C", "C", "O", "C", "H", "H", "H", "H", "H", "H", "H", "H", "H", "H", "H", "H", "H", "H", "Cl", "C", "C", "C", "Cl", "C", "O", "C", "Cl", "C", "H", "H", "C", "S", "C", "H", "H", "H", "H", "H", "H", "C", "C", "C", "C", "N", "N", "C", "H", "H", "H", "H", "H", "H", "H", "H", "Cl", "C", "C", "C", "C", "C", "C", "C", "O", "O", "H", "H", "H", "H"], "coordinates": [[-0.34, 0.28, 0.57], [1.58, -1.39, 3.00], [0.52, -0.48, 2.75], [-0.01, 0.09, 3.93], [-0.97, 1.20, 3.53], [-1.81, 0.83, 2.43], [-2.86, -0.09, 2.66], [-2.45, -1.53, 2.40], [-1.89, -1.63, 1.11], [-1.44, -2.96, 0.83], [2.42, -0.87, 3.46], [1.24, -2.19, 3.66], [1.87, -1.81, 2.04], [-0.51, -0.69, 4.52], [0.79, 0.52, 4.53], [-1.58, 1.51, 4.38], [-0.40, 2.05, 3.16], [-3.24, 0.02, 3.68], [-3.65, 0.19, 1.95], [-1.72, -1.87, 3.14], [-3.34, -2.17, 2.47], [-2.30, -3.63, 0.78], [-0.90, -2.93, -0.11], [-0.75, -3.30, 1.61], [4.59, 5.47, -2.15], [3.46, 4.48, -1.26], [2.61, 3.63, -1.95], [1.72, 2.87, -1.23], [0.64, 1.78, -2.09], [1.62, 2.89, 0.18], [0.79, 2.15, 0.83], [2.52, 3.77, 0.81], [2.48, 3.86, 2.55], [3.42, 4.56, 0.12], [2.64, 3.57, -3.03], [4.09, 5.22, 0.65], [-2.03, -4.30, -2.60], [-2.16, -2.53, -2.92], [-0.46, -2.19, -3.41], [-1.83, -4.84, -3.53], [-2.99, -4.64, -2.20], [-1.24, -4.50, -1.88], [0.23, -2.57, -2.66], [-0.35, -1.11, -3.50], [-0.26, -2.64, -4.38], [-5.29, 0.03, -2.66], [-4.27, 0.77, -1.88], [-4.11, 2.11, -1.59], [-2.94, 2.20, -0.82], [-2.41, 1.00, -0.64], [-3.24, 0.14, -1.28], [-2.27, 3.42, -0.27], [-5.94, 0.73, -3.18], [-5.92, -0.59, -2.01], [-4.83, -0.62, -3.40], [-4.76, 2.92, -1.90], [-2.97, -0.83, -1.38], [-3.01, 4.10, 0.16], [-1.75, 3.95, -1.07], [-1.54, 3.16, 0.49], [7.46, 0.10, -0.41], [5.83, -0.52, -0.47], [4.78, 0.32, -0.16], [3.49, -0.19, -0.20], [3.26, -1.51, -0.56], [4.34, -2.33, -0.86], [5.63, -1.84, -0.82], [1.85, -2.07, -0.63], [1.67, -3.26, -0.88], [0.93, -1.24, -0.32], [4.96, 1.35, 0.11], [2.65, 0.46, 0.03], [4.14, -3.36, -1.14], [6.48, -2.47, -1.06]]}


Entry 6:
{"formula": "C3H6O2S", "method": "the ωB97M-V functional and the def2-TZVPD basis", "e_tot_ha": -666.47139, "multiplicity": 1, "gap_ev": 10.06, "molar_mass_g_mol": 106.1, "relative_energy_ev": 3.337, "total_charge": 0, "symbols": ["C", "C", "C", "H", "H", "H", "H", "H", "H", "O", "O", "S"], "coordinates": [[0.99, -1.60, 1.27], [0.58, 0.55, -0.21], [-0.86, 1.16, -0.02], [0.31, -0.67, 2.14], [0.58, -2.69, 1.38], [2.16, -1.61, 1.78], [1.22, 1.02, 0.60], [1.05, 1.22, -0.99], [-1.11, -0.36, -0.62], [-1.79, 0.34, -0.50], [-1.02, 2.45, 0.06], [0.87, -1.24, -0.43]]}


Entry 7:
{"formula": "C4H12", "method": "the ωB97M-V functional and the def2-TZVPD basis", "e_tot_ha": -159.50953, "multiplicity": 1, "gap_ev": 11.74, "molar_mass_g_mol": 60.1, "relative_energy_ev": 2.053, "total_charge": 0, "symbols": ["C", "C", "H", "H", "H", "H", "H", "H", "C", "C", "H", "H", "H", "H", "H", "H"], "coordinates": [[-1.86, -0.52, -0.55], [-1.93, 0.74, -1.39], [-1.78, -0.29, 0.55], [-2.65, -1.47, -0.77], [-0.93, -1.05, -1.02], [-1.24, 1.50, -1.24], [-1.80, 0.64, -2.41], [-2.98, 1.09, -1.08], [2.62, -0.23, 1.04], [1.14, -0.06, 0.92], [3.05, 0.36, 0.42], [3.00, 0.18, 1.99], [3.20, -1.20, 0.86], [0.44, -0.84, 1.30], [0.83, 0.88, 1.50], [0.90, 0.27, -0.13]]}


Entry 8:
{"formula": "C2H6FNO", "method": "the ωB97M-V functional and the def2-TZVPD basis", "e_tot_ha": -309.39992, "multiplicity": 3, "s2": 2.0058, "gap_ev": [7.26, 7.15], "molar_mass_g_mol": 79.1, "relative_energy_ev": 0.000, "total_charge": 0, "symbols": ["C", "C", "N", "O", "F", "H", "H", "H", "H", "H", "H"], "coordinates": [[1.80, 0.40, -0.04], [0.64, 0.24, 0.78], [-3.17, 0.88, -0.41], [-0.18, 1.11, 0.89], [-3.21, -0.11, -1.39], [2.42, -0.46, -0.10], [1.36, 0.82, -0.97], [2.55, 0.97, 0.52], [0.43, -0.77, 1.37], [-3.90, 0.47, 0.28], [-2.23, 0.98, -0.10]]}